A cluster of 16 separate species, C25H80B2N5O20S in total, computed with ωB97M-V/def2-TZVPD.

XYZ file:
```
133
Properties=species:S:1:pos:R:3:forces:R:3
C 2.9521 3.4665 2.9015 -0.57 0.97 0.73
N 1.7636 2.8870 2.2172 0.26 -0.58 -1.00
C 1.0229 3.9357 1.4652 -0.38 0.96 0.51
B 2.0938 1.7078 1.3914 0.39 0.60 -1.08
O 3.2206 1.6299 0.5511 -0.61 -0.69 1.78
N 1.1847 0.5013 1.4839 -0.55 0.97 1.69
C 2.0515 -0.5893 2.0850 1.22 -0.25 0.18
B 1.2774 -1.9955 2.2631 -0.48 -1.74 -0.57
O 0.6653 -2.4455 3.4482 1.05 0.89 -0.52
O 1.2417 -2.8695 1.1455 1.24 1.06 1.82
C 0.1598 0.8370 2.4126 1.57 -0.23 0.49
N 0.3488 0.8201 3.8306 -0.30 -0.41 -1.51
N -1.0372 1.1803 1.9708 -0.26 0.40 1.29
C -2.0744 1.5133 2.9686 -2.63 0.52 2.27
C -3.0555 0.4980 3.3559 1.24 2.65 0.08
C -4.0197 0.8865 4.3774 0.36 -1.01 -0.61
N -4.1156 2.0789 5.0144 1.79 -0.49 -2.06
C -3.2084 3.0060 4.5991 1.07 0.46 -0.71
C -2.1600 2.8347 3.6066 -0.87 -2.23 -0.27
S -1.5336 1.2249 0.3041 -2.24 -0.50 -4.80
C -2.8512 2.5162 0.2149 -0.44 0.78 0.01
O -0.4935 1.6462 -0.6226 -0.09 -0.05 2.11
O -2.1986 -0.0137 -0.0861 1.08 1.09 1.76
H 2.8644 3.1853 3.9892 0.61 0.20 -1.05
H 2.8530 4.5888 2.8441 0.34 -1.13 0.11
H 3.9374 3.1915 2.4503 -0.79 0.12 0.44
H 1.6877 4.4597 0.7312 -0.67 -0.42 0.51
H 0.6810 4.6975 2.2265 0.39 -0.62 -0.89
H 0.0965 3.5752 0.9528 0.95 0.00 0.31
H 4.0194 1.5125 1.1017 -0.21 0.31 -0.71
H 2.8947 -0.7772 1.3583 -1.01 0.33 0.53
H 2.5584 -0.2369 3.0327 -0.52 -0.41 -0.79
H 1.2163 -3.1403 3.8648 -0.64 0.19 -0.22
H 2.1813 -2.9002 0.8593 -0.81 -0.12 -0.75
H 1.2502 1.2369 4.0785 -0.14 -0.29 -0.26
H 0.2890 -0.1356 4.2025 -0.27 0.28 0.04
H -2.9939 -0.4869 2.8458 -0.41 0.72 0.69
H -4.7571 0.0994 4.6800 0.75 0.91 -0.22
H -3.2753 4.0178 5.0768 0.01 -1.13 -0.41
H -1.4350 3.6364 3.3177 -0.86 -0.76 0.51
H -2.7146 3.0576 -0.7652 0.36 -0.92 0.87
H -3.8897 2.0576 0.1671 1.40 0.27 0.53
H -2.7460 3.2975 1.0070 -0.19 -0.86 -0.50
C -2.2369 -2.3537 6.2140 -0.11 0.09 0.34
O -2.5388 -1.0588 6.7212 -0.02 0.12 -0.08
H -1.9561 -2.2639 5.1646 -0.01 0.09 0.05
H -1.4044 -2.7834 6.7759 -0.02 -0.21 -0.14
H -3.1166 -2.9960 6.2989 0.15 -0.20 -0.10
H -2.7833 -1.1662 7.6480 0.02 0.08 -0.11
C 3.0691 -5.2807 -1.8159 -0.22 0.00 -0.10
O 2.5859 -4.4464 -0.7609 0.12 0.06 0.23
H 4.1497 -5.3762 -1.7198 -0.06 0.07 0.06
H 2.6110 -6.2689 -1.7437 0.10 -0.03 -0.16
H 2.8312 -4.8311 -2.7806 0.15 -0.17 -0.07
H 1.6296 -4.3769 -0.8658 0.10 0.02 0.20
C 0.2182 7.9623 0.3830 0.06 -0.12 -0.25
O 1.2707 7.0055 0.3100 0.01 -0.16 0.03
H 0.2127 8.3981 1.3805 0.08 -0.07 -0.04
H 0.3812 8.7516 -0.3540 -0.16 0.10 0.09
H -0.7424 7.4744 0.1972 -0.10 0.18 0.04
H 1.2561 6.6348 -0.5797 0.10 0.09 0.10
C 5.5137 -5.6050 1.7479 -0.21 0.04 -0.18
O 4.1319 -5.3194 1.9436 -0.10 0.18 0.14
H 5.9813 -5.7587 2.7192 -0.09 0.01 -0.03
H 5.6208 -6.5114 1.1480 0.21 0.02 0.03
H 5.9951 -4.7631 1.2428 0.21 -0.11 0.00
H 3.7409 -5.1876 1.0692 -0.23 0.01 0.09
C 6.0291 -3.2245 4.7742 0.19 -0.08 -0.41
O 5.3022 -2.2517 4.0246 -0.16 0.21 -0.09
H 5.9764 -2.9666 5.8301 -0.09 0.05 -0.09
H 5.5882 -4.2080 4.6210 0.14 -0.02 0.22
H 7.0748 -3.2280 4.4538 0.06 -0.04 0.16
H 5.3657 -2.5047 3.0970 0.00 0.00 0.14
C -0.9848 -0.1350 -3.9248 0.20 0.04 0.37
O -0.5474 1.1828 -3.6144 -0.04 0.09 -0.14
H -1.2047 -0.1871 -4.9885 0.04 -0.05 0.08
H -0.1975 -0.8545 -3.6838 -0.10 -0.15 -0.05
H -1.8894 -0.3673 -3.3570 -0.03 -0.21 -0.13
H -0.3596 1.2059 -2.6690 -0.02 0.11 -0.08
C -2.7383 1.1043 -7.3742 0.05 0.09 0.31
O -3.1175 0.9981 -6.0062 -0.03 0.04 0.08
H -3.5431 0.7116 -7.9907 0.06 0.00 0.08
H -2.5661 2.1531 -7.6309 0.04 -0.05 -0.22
H -1.8300 0.5230 -7.5541 -0.02 0.03 -0.22
H -2.3906 1.3522 -5.4804 -0.20 0.06 0.01
C 5.0062 1.6139 6.0123 -0.02 -0.22 0.15
O 3.7393 1.0919 5.6209 -0.32 -0.02 -0.17
H 5.2541 2.4515 5.3619 -0.10 -0.05 0.00
H 4.9610 1.9618 7.0464 0.16 0.08 -0.03
H 5.7720 0.8416 5.9133 0.11 0.12 0.02
H 3.5413 0.3538 6.2084 0.02 0.06 -0.13
C 0.7946 -5.2602 -4.8728 0.07 -0.24 -0.34
O 1.8326 -6.2315 -4.9244 0.03 0.03 0.08
H 0.7893 -4.8073 -3.8822 0.04 -0.07 -0.03
H 0.9723 -4.4848 -5.6222 -0.16 0.12 0.09
H -0.1713 -5.7373 -5.0552 -0.10 0.19 0.06
H 1.8176 -6.6169 -5.8073 0.09 -0.02 0.15
C -0.7780 0.4617 -10.5049 -0.12 0.03 -0.29
O -2.1612 0.7381 -10.3208 -0.08 0.21 0.04
H -0.3212 0.2834 -9.5325 -0.13 0.02 0.00
H -0.6597 -0.4278 -11.1278 0.22 0.02 0.04
H -0.2917 1.3171 -10.9812 0.20 -0.12 -0.01
H -2.5388 0.8914 -11.1951 -0.03 -0.03 0.14
C -5.1682 -4.1715 8.5250 0.06 -0.22 0.32
O -3.9346 -4.1419 9.2330 0.11 0.08 -0.05
H -5.1049 -3.4862 7.6809 0.06 -0.01 0.07
H -5.3568 -5.1829 8.1566 -0.19 0.08 -0.12
H -5.9796 -3.8576 9.1860 -0.15 0.00 -0.20
H -4.0173 -4.7552 9.9714 0.12 0.12 -0.07
C 3.0701 -5.9180 5.9428 -0.03 0.00 -0.28
O 3.4423 -4.7656 5.1931 -0.33 0.09 -0.11
H 3.1739 -5.6927 7.0029 0.02 0.07 -0.08
H 2.0311 -6.1815 5.7303 0.01 -0.17 0.15
H 3.7238 -6.7552 5.6864 -0.09 -0.10 0.13
H 3.3434 -4.9886 4.2578 0.19 0.01 -0.02
C -0.2429 4.4416 -10.5454 -0.18 -0.23 0.09
O -1.5000 3.9204 -10.9587 0.08 -0.17 -0.08
H 0.0178 5.2774 -11.1924 -0.08 -0.06 0.00
H -0.3069 4.7919 -9.5114 0.19 0.08 0.00
H 0.5261 3.6688 -10.6270 0.16 0.14 0.06
H -1.7098 3.1820 -10.3709 -0.10 0.03 -0.15
C -5.6094 0.7173 -1.8785 -0.33 0.08 -0.04
O -6.1199 1.5325 -0.8249 0.14 0.03 0.10
H -4.5300 0.6289 -1.7597 -0.06 0.01 0.05
H -6.0601 -0.2763 -1.8295 0.15 -0.06 -0.14
H -5.8310 1.1793 -2.8430 0.14 -0.16 -0.09
H -7.0727 1.5939 -0.9535 0.12 0.09 0.13
C -3.9759 5.0691 -9.2642 -0.03 0.11 -0.22
O -4.6975 6.0580 -9.9871 -0.09 0.07 0.01
H -4.0420 5.2963 -8.2006 -0.13 0.06 -0.07
H -4.4118 4.0835 -9.4518 0.15 -0.12 0.16
H -2.9304 5.0784 -9.5720 -0.01 -0.16 0.14
H -4.6254 5.8371 -10.9222 0.00 0.09 0.12
```
Positions in Å, forces in eV/Å.

LUMO level	-3.5	eV
electronic energy	-87799.624	eV
total charge	+1
frontier orbital gap	0.2774	hartree